# 1
The following is a DFT calculation (the ωB97M-V functional and the def2-TZVPD basis) of a molecular structure, C26H32AlF5N3O4P2S.

```
74
Properties=species:S:1:pos:R:3:forces:R:3:lowdin_charge:R:1
H -3.491 2.905 0.664 0.02 0.01 0.00 0.114
C -1.048 -0.062 3.213 0.00 0.01 -0.02 -0.067
C -1.444 -3.389 3.508 0.03 0.04 0.00 -0.078
N -2.394 -2.305 0.140 0.07 -0.05 0.12 -0.294
C -3.321 -0.398 2.326 0.02 -0.08 0.03 -0.067
H -0.757 2.424 -6.116 0.01 0.00 0.02 0.114
F 2.072 -4.929 -2.029 -0.02 0.04 -0.01 0.183
H -4.330 -3.123 0.219 0.00 0.01 0.01 0.091
H -0.001 -0.281 3.009 0.00 0.01 0.00 0.092
H -3.085 -4.220 -0.406 0.00 0.02 -0.01 0.098
H -2.640 4.054 2.687 0.01 -0.02 -0.01 0.114
H -0.223 3.989 3.213 0.00 -0.01 -0.03 0.116
C 2.539 3.653 -0.623 0.05 0.00 0.00 -0.067
P 0.948 1.363 -0.815 -0.11 0.08 -0.12 1.165
H 1.337 2.828 1.717 -0.03 0.01 -0.02 0.115
C -1.555 2.231 0.047 0.01 -0.05 -0.03 -0.089
C 4.884 3.689 -0.079 -0.01 0.01 0.00 -0.033
C 3.713 4.360 -0.391 -0.02 -0.01 0.00 -0.036
H 3.705 5.440 -0.452 0.00 -0.02 0.00 0.118
F 1.394 -2.380 -3.013 -0.07 0.02 0.09 0.046
H 0.137 0.201 -5.494 0.00 0.02 0.02 0.117
O 3.059 -0.512 -1.558 -0.01 -0.06 0.02 -0.265
H -3.170 -3.861 1.327 0.01 0.00 -0.04 0.076
C 2.520 2.265 -0.561 0.08 -0.03 0.02 -0.291
S 3.784 -0.153 -0.311 -0.01 0.04 0.03 0.640
H -2.085 -2.570 3.821 0.01 0.01 0.00 0.067
N -1.902 -0.705 2.218 0.03 0.06 -0.08 -0.288
C -0.439 2.231 -5.099 -0.02 0.01 -0.03 -0.056
H -1.903 -0.725 -1.160 -0.04 -0.07 0.00 0.065
H 0.794 -4.426 2.243 -0.01 0.01 -0.01 0.101
O 2.786 -0.657 0.731 -0.20 -0.07 -0.05 -0.220
N -0.863 -3.128 2.195 -0.10 0.03 -0.05 -0.282
H -0.231 3.777 -2.098 -0.01 0.00 0.00 0.104
C -0.131 2.995 -2.841 -0.03 -0.02 0.05 -0.084
H -3.737 -0.768 3.269 0.01 0.01 -0.01 0.091
C 0.281 2.841 1.476 0.05 -0.02 0.01 -0.083
C -0.534 3.236 -4.142 0.00 0.01 -0.01 -0.059
H -0.716 -5.163 1.671 -0.01 0.01 0.01 0.098
C 0.373 1.742 -2.486 0.01 0.05 -0.01 -0.334
H 0.873 -0.230 -3.207 0.05 -0.12 0.05 0.076
C -2.433 2.883 0.899 -0.02 -0.01 -0.03 -0.079
C 0.059 0.986 -4.753 0.00 -0.01 0.00 -0.050
H -1.285 -0.409 4.224 -0.01 0.00 -0.01 0.091
O -0.071 -1.319 0.505 0.34 0.03 0.25 -0.189
C -0.107 -4.256 1.652 -0.01 0.06 -0.05 -0.062
C -0.187 2.222 0.319 -0.04 -0.07 0.01 -0.332
C 0.466 0.740 -3.449 -0.03 0.10 -0.07 -0.073
O 5.114 -0.600 -0.137 0.05 0.00 0.04 -0.198
Al 1.403 -1.051 -0.466 -0.03 0.05 -0.07 0.104
C -0.599 3.496 2.324 -0.03 0.04 0.03 -0.074
C 2.344 -3.776 -1.424 0.08 -0.11 0.12 -0.589
H -3.612 -1.189 -1.165 -0.01 0.01 0.01 0.092
H -0.650 -3.516 4.247 -0.01 0.00 -0.01 0.098
C 1.282 -2.698 -1.676 -0.02 0.01 -0.25 -0.339
C -2.590 -1.570 -1.103 0.08 0.05 -0.01 -0.071
H 0.180 -4.061 0.623 -0.03 -0.03 0.06 0.055
H -2.039 -4.306 3.486 0.00 0.01 -0.01 0.089
C -3.290 -3.439 0.330 0.01 -0.02 0.03 -0.069
H -1.192 1.018 3.172 0.01 -0.03 0.00 0.070
H -1.936 1.751 -0.848 0.01 0.03 0.00 0.107
H 5.796 4.239 0.108 -0.01 -0.01 -0.01 0.120
H -3.870 -0.850 1.503 0.00 0.01 0.01 0.077
H -0.926 4.208 -4.413 0.00 -0.01 0.00 0.113
C -1.956 3.526 2.033 0.01 0.02 0.01 -0.072
H -2.404 -2.221 -1.960 0.01 0.00 0.00 0.095
F 2.400 -4.014 -0.089 0.05 0.03 -0.09 0.128
F 3.546 -3.364 -1.813 0.03 0.02 0.01 0.180
H 1.631 4.197 -0.845 0.00 0.00 0.00 0.109
H 5.799 1.754 0.198 -0.04 0.02 -0.01 0.124
F 0.066 -3.351 -1.556 0.01 0.10 0.07 0.031
C 3.721 1.610 -0.263 -0.10 -0.02 0.00 -0.253
C 4.892 2.302 -0.018 0.10 -0.02 0.00 -0.025
P -1.285 -1.866 1.252 -0.22 -0.13 -0.04 0.607
H -3.464 0.683 2.289 0.02 0.00 0.00 0.074
```
Positions in Å, forces in eV/Å.

Computed properties:
Total charge: +1

# 2
The following is a DFT calculation (the ωB97M-V functional and the def2-TZVPD basis) of a molecular structure, C31H30BrClI2NO3SiZr.

```
71
Properties=species:S:1:pos:R:3:forces:R:3:lowdin_charge:R:1
H -2.641 -2.763 3.824 -0.01 0.01 0.00 0.034
C -0.484 -0.962 0.838 -0.14 -0.07 0.00 -0.321
C -0.282 1.833 -1.514 0.14 0.30 -0.04 -0.528
C 0.161 3.283 -1.307 -0.06 -0.02 0.01 -0.337
H -1.835 0.404 5.503 0.01 0.00 0.00 0.040
C 3.830 -1.411 0.064 0.05 0.00 0.00 -0.655
Zr -0.503 -0.607 -1.311 -0.41 -0.60 -0.21 1.172
H 1.416 3.440 3.175 0.00 0.00 0.00 0.106
C -1.329 4.150 0.559 -0.01 -0.01 0.01 -0.013
C 0.041 -4.893 -1.842 -0.07 0.01 -0.03 -0.536
O 0.349 1.062 -2.306 0.14 0.29 0.09 -0.167
H -1.870 2.653 -3.123 0.00 0.01 0.00 0.097
C 0.641 3.632 2.444 -0.01 0.00 -0.01 -0.072
Br 4.599 -1.965 1.687 -0.02 0.01 -0.03 0.812
I -2.738 -3.071 -0.475 0.12 0.14 0.00 0.918
H 5.682 -1.308 -1.020 0.00 0.00 0.00 0.120
H 1.503 -0.234 4.320 -0.01 0.00 -0.01 0.032
H -0.643 -8.594 -1.197 0.00 0.00 -0.01 0.115
H 2.095 -0.234 -3.096 -0.02 0.01 -0.01 0.118
N 1.853 -0.823 -1.124 -0.05 -0.07 -0.11 -0.101
C -1.674 -2.722 4.327 0.03 0.03 0.00 -0.180
C 0.229 -7.162 -2.535 -0.02 -0.01 0.03 -0.055
H -0.373 -3.513 0.617 -0.03 0.03 -0.01 0.017
H -1.208 1.282 4.099 0.01 -0.01 -0.01 0.020
C 2.607 -0.585 -2.212 -0.02 0.02 0.00 -0.127
H -2.717 0.376 3.973 0.00 -0.01 0.00 0.040
H -1.853 -2.787 5.402 0.00 0.00 -0.01 0.038
C -0.248 5.527 -2.305 -0.02 0.03 0.00 -0.022
C -0.104 3.638 0.156 0.08 -0.06 0.02 -0.151
C -1.120 -4.244 0.321 0.03 -0.09 0.01 -0.534
O -1.232 1.305 -0.846 -0.01 0.12 0.11 -0.125
C -1.582 3.700 -3.125 0.02 0.01 -0.03 -0.009
O 1.557 3.309 -1.557 -0.07 0.03 0.03 0.038
H -1.096 -3.601 4.035 0.00 0.00 -0.01 0.028
H 4.537 -0.556 -3.116 0.00 0.00 0.00 0.124
Cl 0.423 -3.208 -2.228 0.20 -0.20 0.06 0.676
H -0.767 4.358 3.891 0.00 0.00 0.00 0.107
C -1.879 5.910 -4.029 0.01 -0.01 0.01 -0.067
C -2.226 4.569 -3.997 -0.02 -0.01 -0.02 -0.054
H -2.521 4.813 2.208 0.00 0.00 0.01 0.109
H 0.995 -5.493 -3.661 0.00 0.00 0.00 0.112
Si -0.765 -1.145 3.907 -0.02 0.01 0.00 0.441
C -1.566 4.406 1.902 -0.01 0.00 -0.01 -0.059
C 0.476 -5.819 -2.770 0.00 0.01 0.00 -0.091
H -2.101 4.356 -0.173 0.01 0.00 0.00 0.126
H 1.841 2.991 0.784 0.00 0.00 0.00 0.117
I -2.224 -0.802 -3.517 0.19 0.02 0.14 0.163
C -0.639 -5.235 -0.681 -0.01 -0.01 0.00 -0.364
H 0.950 -1.205 5.686 -0.01 0.00 0.00 0.038
H 0.563 -7.899 -3.252 0.00 0.00 0.00 0.116
H 1.833 -1.414 0.858 0.00 0.01 -0.02 0.075
C 3.975 -0.757 -2.215 0.01 0.00 0.00 -0.014
C -0.590 4.176 -2.279 -0.06 0.01 0.00 -0.163
H -2.999 4.191 -4.652 0.00 0.01 0.00 0.112
H -0.616 7.436 -3.197 0.00 0.00 0.00 0.111
C 2.461 -1.236 -0.003 -0.04 0.00 0.08 -0.168
H -1.510 -4.739 1.205 -0.02 0.02 0.00 0.054
C -0.583 4.148 2.846 0.00 -0.01 0.02 -0.085
C -0.610 -1.080 2.048 0.16 0.13 0.06 -0.173
C -0.875 -6.595 -0.480 -0.01 0.03 0.01 -0.027
C 0.880 3.374 1.102 0.00 0.03 0.00 -0.015
C -0.885 6.388 -3.182 -0.01 -0.01 0.00 -0.056
H 1.544 -1.999 4.227 0.00 0.00 0.00 0.028
H -1.407 -6.900 0.413 0.00 0.00 -0.01 0.123
C 4.609 -1.174 -1.056 -0.01 0.00 0.01 -0.066
C 0.970 -1.146 4.595 -0.04 0.00 -0.02 -0.179
C -0.446 -7.548 -1.387 0.01 -0.02 -0.03 -0.052
H 1.715 3.858 -2.332 0.00 -0.05 -0.06 0.115
H 0.505 5.906 -1.624 0.00 -0.01 0.01 0.133
C -1.720 0.372 4.417 0.02 -0.04 -0.01 -0.168
H -2.381 6.584 -4.709 0.00 0.00 0.00 0.110
```
Positions in Å, forces in eV/Å.

Computed properties:
Total charge: +1

# 3
The following is a DFT calculation (the ωB97M-V functional and the def2-TZVPD basis) of a molecular structure, C19H43InOP3SSe.

```
69
Properties=species:S:1:pos:R:3:forces:R:3:lowdin_charge:R:1
H -1.950 0.267 -3.339 0.19 -0.18 0.10 0.064
H 4.577 1.157 -6.416 -0.34 0.04 0.85 0.080
H 3.235 2.180 4.770 -0.17 0.02 -0.26 0.083
O 1.666 1.655 1.644 -0.28 -0.39 -0.63 -0.712
C -3.397 1.867 1.725 -0.10 -0.72 -0.02 -0.243
C -1.335 -0.337 3.790 0.36 0.79 -0.40 -0.222
H -0.926 -2.986 -0.913 -0.38 -0.04 -0.04 0.006
H 4.685 -0.009 2.180 -0.26 -0.19 -0.07 0.075
H -0.003 -2.671 2.710 -0.29 -0.15 0.08 0.025
Se 1.231 -1.611 0.246 0.41 0.19 -1.23 0.870
C -3.578 -1.540 2.439 -0.17 0.51 -0.68 -0.226
H -2.879 4.134 -0.034 0.12 -0.21 -0.16 0.073
H 3.627 -1.807 -4.929 0.08 0.03 0.06 0.136
C 3.622 2.218 -4.784 0.52 -0.36 -0.53 -0.075
H -4.049 1.230 1.115 0.16 0.20 0.12 0.031
C -2.324 3.287 -0.460 0.12 -0.16 -0.08 -0.247
H -0.686 -0.999 -3.217 -0.21 0.08 -0.06 0.049
H -3.902 2.832 1.871 0.29 -0.14 -0.13 0.084
In 0.661 1.092 -0.326 -0.62 -0.58 1.55 0.601
H -2.413 -1.449 -3.383 0.21 0.18 0.32 0.073
H -4.188 -0.760 -0.141 0.16 0.10 -0.18 0.032
H -3.693 -2.066 3.396 0.21 0.12 -0.17 0.078
H -3.933 -2.193 1.630 0.12 0.09 0.28 0.050
H 2.837 2.700 -5.368 0.43 0.04 -0.02 0.057
H 1.786 -3.917 -1.639 0.22 0.21 -0.26 0.124
H 3.144 0.140 -1.128 0.23 -0.14 -0.21 0.077
H -1.457 3.666 -1.015 -0.19 0.00 0.15 0.050
H 3.928 0.204 -3.459 -0.11 -0.40 0.08 0.054
H -0.247 -0.172 3.787 -0.29 0.00 0.09 0.042
H 1.511 2.173 4.240 0.35 0.07 -0.12 0.062
P -1.793 -1.112 2.180 -0.98 -1.62 1.75 0.876
C -3.711 -0.394 -1.056 0.10 0.39 0.38 -0.239
C 4.495 1.348 -5.328 -0.47 0.59 0.11 -0.071
S 3.007 1.608 2.451 -0.46 -0.24 -0.05 0.992
C 3.486 -0.709 -3.079 0.14 0.38 0.96 -0.029
H -4.179 -0.887 -1.915 0.12 0.07 0.13 0.076
C -1.711 -0.727 -2.939 0.64 0.62 -0.24 -0.245
H -3.880 0.686 -1.136 -0.07 -0.25 -0.06 0.034
C 2.781 -3.014 -3.358 -0.15 -0.20 0.58 -0.008
H 5.190 0.799 -4.681 0.15 0.50 -0.50 0.053
C 3.326 -1.834 -3.888 -0.18 -0.51 0.09 0.027
H -2.490 -2.936 -0.051 0.13 0.12 -0.19 0.028
H -4.208 -0.643 2.446 0.13 -0.28 0.06 0.039
H 3.108 -0.704 1.625 0.37 0.63 0.59 -0.026
C -1.083 -2.776 2.541 0.60 0.01 -0.78 -0.267
C 2.273 -3.032 -2.056 -0.12 -0.21 -0.38 -0.065
C 3.615 -0.104 2.408 0.54 -0.18 0.08 -0.225
H 2.374 0.636 4.590 -0.06 0.37 -0.26 0.061
H -1.225 -3.464 1.699 0.02 0.11 0.28 0.044
H -0.813 2.853 3.034 -0.04 0.11 -0.22 0.039
H 2.751 -3.920 -3.963 -0.09 0.26 0.15 0.135
H -1.566 -3.188 3.438 0.06 0.24 -0.23 0.078
H -2.457 -3.014 -1.830 0.06 0.08 0.23 0.070
P -1.776 2.181 0.909 0.49 1.54 -0.23 0.740
H -3.278 1.395 2.707 -0.02 0.22 -0.26 0.023
H 3.528 -0.573 3.402 -0.12 0.15 -0.54 0.070
H 0.510 1.265 -2.037 0.26 0.29 0.50 -0.001
H -2.967 2.755 -1.175 0.14 0.16 0.23 0.045
H 3.686 2.544 -3.736 -0.07 -0.47 -0.33 0.052
C 2.474 1.652 4.182 -0.14 -0.23 0.29 -0.203
C -1.954 -2.602 -0.946 0.27 -0.07 0.14 -0.279
H -0.179 3.854 1.714 -0.19 -0.08 0.05 0.055
H -1.831 4.141 2.345 0.18 -0.14 -0.08 0.072
C -1.083 3.374 2.106 0.11 0.06 0.20 -0.264
H -1.836 0.625 3.955 0.18 -0.27 0.00 0.039
C 3.049 -0.739 -1.768 -0.48 0.43 -0.57 -0.144
P -1.906 -0.767 -1.107 -1.62 -1.79 -0.50 0.768
H -1.590 -1.019 4.613 -0.03 0.04 -0.36 0.082
C 2.314 -1.843 -1.288 -0.17 0.20 0.52 -0.582
```
Positions in Å, forces in eV/Å.

Computed properties:
Total charge: +3

# 4
The following is a DFT calculation (the ωB97M-V functional and the def2-TZVPD basis) of a molecular structure, C5H5BaO6.

```
17
Properties=species:S:1:pos:R:3:forces:R:3:lowdin_spin:R:1
O -1.493 2.964 1.844 0.67 -0.63 -0.47 0.000
C 2.840 -2.958 -2.225 1.87 -0.94 -1.85 0.008
H 0.467 -1.408 -2.582 0.07 -0.15 0.11 0.007
H -3.341 2.316 1.290 0.03 -0.15 0.26 0.000
O 3.685 -3.549 -2.809 -0.98 0.54 0.97 0.001
O -4.571 3.498 3.262 0.70 -0.19 -0.18 0.000
C 0.757 -2.128 -1.808 -0.10 -0.40 -0.43 0.147
O 1.792 -0.133 -0.781 -0.79 1.04 0.41 0.483
Ba 0.592 2.149 0.252 0.18 -0.18 0.03 0.001
O 1.520 -3.177 -2.332 -1.34 0.00 0.33 0.058
H -2.707 3.896 4.000 -0.13 -0.15 -0.14 0.000
O 3.059 -1.885 -1.426 -0.26 0.87 0.91 0.062
H 1.680 -1.897 0.133 0.09 -0.02 -0.35 0.080
C -3.374 3.439 3.242 -0.45 0.19 0.34 0.000
H -0.089 -2.504 -1.229 0.16 0.04 -0.14 0.000
C -2.683 2.788 2.042 -0.57 0.71 -0.11 0.000
C 1.867 -1.410 -0.873 0.83 -0.57 0.30 0.154
```
Positions in Å, forces in eV/Å.

Computed properties:
<S²>: 0.756
Total charge: +2
2S+1: 2

Max |F| (Eh/bohr)
0.0082; 0.0147; 0.0502; 0.0543
Energy (eV)
-89740.2026; -148188.7725; -131639.5153; -18225.8155
ΔE to the lowest compared entry with this formula, charge and spin (kJ/mol)
0.00; 43.09; 430.27; 0.00